Entry 1:
Below is an isolated molecule of C2H4O4S in a non-equilibrium geometry, with properties calculated with ωB97M-V/def2-TZVPD.

The geometry in XYZ format:
```
11
Properties=species:S:1:pos:R:3:mulliken_charge:R:1
C 1.962 -0.658 0.359 -0.42
C -2.163 -0.312 -0.066 0.09
O 0.185 1.188 0.614 -0.43
O 2.357 0.165 -0.738 -0.36
O -2.454 0.651 -0.686 -0.45
O -1.110 -0.976 0.179 -0.25
S 0.395 -0.198 -0.309 0.51
H 2.205 -1.597 0.040 0.22
H -3.033 -0.875 0.360 0.36
H -0.736 1.501 0.674 0.35
H 2.390 1.111 -0.426 0.39
```

Values from the calculation:
LUMO energy, eV: 0.3
Relative energy (zero: lowest compared OMol25 entry of this formula, charge and spin), kJ/mol: 457.9
Molecular weight, g/mol: 124.1
Strongest force on any atom, hartree/bohr: 0.1123
Orbital gap, eV: 8.972
Net charge: 0
HOMO energy, eV: -8.7
Energy, hartree: -777.56825

=====

Entry 2:
Below is a cluster of 7 separate species, C26H72N6O8 in total in a non-equilibrium geometry, with properties calculated with ωB97M-V/def2-TZVPD.

The geometry in XYZ format:
```
112
Properties=species:S:1:pos:R:3:mulliken_charge:R:1
C -3.479 3.232 -1.657 -0.97
O -3.490 1.899 -1.164 -0.09
C -3.505 1.053 -2.213 -0.45
C -3.874 -0.239 -1.401 0.19
C -2.766 -0.734 -0.603 0.62
N -4.365 -1.340 -2.175 -0.53
H -3.383 4.056 -0.915 0.26
H -4.446 3.351 -2.229 0.30
H -2.677 3.327 -2.410 0.37
H -4.322 1.322 -2.890 0.67
H -2.451 0.961 -2.584 -0.09
H -4.685 0.124 -0.655 0.44
H -1.997 -0.998 -1.451 -1.09
H -2.885 -1.589 0.092 0.51
H -2.371 0.170 -0.127 -0.40
H -4.040 -1.280 -3.180 0.17
H -5.378 -1.396 -2.345 0.36
C 2.696 0.277 4.445 -0.02
O 2.445 1.628 4.190 -0.32
C 1.094 2.012 4.156 1.12
C 1.124 3.468 4.588 0.16
C 2.341 4.270 3.973 -1.54
N 1.422 3.519 5.983 -0.80
H 3.777 0.064 4.395 0.28
H 2.143 -0.254 3.747 -0.35
H 2.504 0.089 5.529 0.35
H 0.411 1.864 3.267 -1.30
H 0.534 1.327 4.847 0.60
H 0.213 4.002 4.310 0.53
H 2.562 5.152 4.573 0.53
H 2.114 4.585 3.020 0.41
H 3.223 3.731 3.783 0.22
H 0.733 3.109 6.629 0.28
H 2.264 2.887 6.250 0.30
C 0.489 0.288 -1.741 0.14
O 1.153 1.346 -1.210 -0.47
C 0.444 1.999 -0.229 1.09
C 1.197 3.125 0.270 0.23
C 2.479 2.643 1.007 -1.34
N 0.453 3.792 1.354 -0.25
H -0.372 0.665 -2.233 0.32
H 0.070 -0.333 -0.955 -0.21
H 1.201 -0.341 -2.287 0.13
H -0.563 2.357 -0.532 -0.41
H 0.405 1.372 0.692 -0.40
H 1.275 3.929 -0.505 0.44
H 3.164 2.380 0.220 0.40
H 2.388 1.770 1.600 -0.07
H 2.880 3.504 1.500 0.42
H -0.355 4.095 0.871 0.36
H 0.184 3.221 2.106 -0.74
C 0.499 -3.211 -1.093 -0.94
O 1.077 -3.159 0.135 -0.28
C 0.057 -3.324 1.106 -1.74
C -0.499 -2.030 1.670 2.74
C 0.516 -1.168 2.179 -1.08
N -1.238 -2.402 2.853 -0.78
H 0.551 -4.221 -1.547 0.29
H 1.152 -2.574 -1.621 0.28
H -0.500 -2.772 -1.285 0.62
H -0.792 -4.065 0.769 0.38
H 0.668 -3.978 1.785 0.27
H -1.039 -1.517 0.822 -1.52
H 0.992 -0.618 1.361 -0.07
H 1.373 -1.633 2.505 1.07
H 0.103 -0.413 2.870 -0.44
H -1.952 -3.123 2.660 0.46
H -1.838 -1.570 3.027 0.26
C 5.999 -1.502 -2.888 -0.89
O 5.345 -1.686 -1.635 -0.40
C 4.138 -0.917 -1.532 -1.16
C 3.736 -0.876 0.010 2.93
C 4.763 0.016 0.688 -1.62
N 3.763 -2.233 0.489 -0.74
H 6.577 -0.610 -2.640 0.34
H 5.466 -1.441 -3.858 0.28
H 6.768 -2.246 -3.009 0.30
H 4.059 0.137 -1.862 0.39
H 3.399 -1.496 -2.049 0.59
H 2.698 -0.483 0.041 -1.58
H 4.577 0.284 1.738 0.15
H 4.715 0.914 0.070 0.35
H 5.745 -0.439 0.671 0.37
H 2.982 -2.771 0.230 0.41
H 4.513 -2.589 -0.067 0.45
C -4.713 -1.856 -5.672 -1.11
O -3.664 -1.753 -4.885 -0.43
C -2.883 -2.874 -4.872 -1.49
C -1.620 -2.734 -4.097 2.26
C -0.694 -1.651 -4.734 -1.09
N -0.965 -4.070 -4.006 -0.74
H -5.310 -2.704 -5.524 0.36
H -4.298 -1.759 -6.613 0.44
H -5.232 -0.931 -5.425 0.29
H -3.417 -3.621 -4.266 0.38
H -2.752 -3.282 -5.849 0.65
H -1.970 -2.374 -3.059 -0.98
H -1.315 -0.792 -4.946 0.37
H -0.140 -1.880 -5.611 0.47
H -0.031 -1.231 -3.938 -0.12
H -0.612 -4.233 -4.969 0.33
H -0.087 -4.084 -3.452 0.26
O -2.044 2.837 2.934 -0.47
C -2.220 1.580 2.389 0.90
C -2.700 0.681 3.583 -0.48
O -3.030 -0.363 2.948 -0.60
H -2.883 3.174 3.229 0.35
H -3.024 1.791 1.697 0.65
H -1.345 1.148 1.940 -1.10
H -3.584 1.108 4.092 0.34
H -1.924 0.343 4.274 0.18
H -3.856 -0.202 2.491 0.32
```

Values from the calculation:
LUMO energy, eV: 0.2
Relative energy (zero: lowest compared OMol25 entry of this formula, charge and spin), kJ/mol: 767.5
Molecular weight, g/mol: 596.9
Strongest force on any atom, hartree/bohr: 0.1759
SMILES string: COC[C@H](C)N.COC[C@H](C)N.COC[C@H](C)N.COC[C@H](C)N.COC[C@H](C)N.COC[C@H](C)N.OCCO
Orbital gap, eV: 8.672
Net charge: 0
HOMO energy, eV: -8.5
Energy, hartree: -1963.85459

=====

Entry 3:
Below is a cluster of 2 separate species, C3H3Cl2NO in total in a non-equilibrium geometry, with properties calculated with ωB97M-V/def2-TZVPD.

The geometry in XYZ format:
```
10
Properties=species:S:1:pos:R:3:mulliken_charge:R:1
O -2.769 1.520 -0.415 -0.37
C -1.967 0.762 -0.699 0.54
N -1.321 -0.167 -1.131 -0.34
C -0.223 -0.929 -0.925 0.01
C 0.334 -1.082 0.238 -0.50
Cl 1.712 -2.197 0.432 -0.20
H -0.103 -1.556 -1.772 0.38
H 0.222 -0.488 1.014 0.47
Cl 1.503 1.828 1.267 -0.26
H 2.612 2.309 1.990 0.27
```

Values from the calculation:
LUMO energy, eV: 0.2
Relative energy (zero: lowest compared OMol25 entry of this formula, charge and spin), kJ/mol: 95.3
Molecular weight, g/mol: 140.0
Strongest force on any atom, hartree/bohr: 0.0953
SMILES string: O=C=N/C=C/Cl.Cl
Orbital gap, eV: 9.411
Net charge: 0
HOMO energy, eV: -9.2
Energy, hartree: -1166.44970

=====

Entry 4:
Below is a cluster of 2 separate species, C9H14 in total in a non-equilibrium geometry, with properties calculated with ωB97M-V/def2-TZVPD.

The geometry in XYZ format:
```
23
Properties=species:S:1:pos:R:3:mulliken_spin:R:1
C -1.264 1.703 -1.144 0.01
C -0.508 2.812 -1.857 0.00
H -0.584 1.047 -0.607 0.00
H -2.013 2.071 -0.446 0.00
H -1.780 1.045 -1.840 0.00
H -0.033 3.432 -1.096 0.00
H -1.174 3.489 -2.388 0.00
H 0.292 2.459 -2.503 0.00
C 2.181 -0.028 0.096 0.03
C 1.079 -0.902 0.523 0.23
C 0.165 -1.501 -0.377 0.10
C 0.845 -1.019 1.943 0.13
C -0.985 -2.074 0.064 0.07
C -0.251 -1.682 2.390 0.04
C -1.190 -2.214 1.475 0.30
H 3.123 -0.191 0.625 0.02
H 1.834 1.005 0.200 0.04
H 0.369 -1.580 -1.438 0.00
H 1.561 -0.603 2.640 0.00
H -1.797 -2.375 -0.578 0.01
H -0.444 -1.784 3.446 0.01
H -1.885 -2.970 1.816 0.01
H 2.459 -0.139 -0.945 0.00
```

Values from the calculation:
LUMO energy (spin up / spin down), eV: -4.6 / -8.2
Multiplicity: 2
Relative energy (zero: lowest compared OMol25 entry of this formula, charge and spin), kJ/mol: 24.8
Molecular weight, g/mol: 122.2
Strongest force on any atom, hartree/bohr: 0.0256
Orbital gap (spin up / spin down), eV: 10.114 / 6.530
Net charge: +1
HOMO energy (spin up / spin down), eV: -14.7 / -14.7
Energy, hartree: -350.99954

=====

Entry 5:
Below is a structure of composition C5H10O in a non-equilibrium geometry, with properties calculated with ωB97M-V/def2-TZVPD.

The geometry in XYZ format:
```
16
Properties=species:S:1:pos:R:3:mulliken_charge:R:1
C 0.050 -1.884 0.197 -1.31
C 0.127 -0.445 0.774 0.11
C 1.308 0.475 0.567 -0.44
O 0.353 1.566 0.851 -0.47
C -0.703 0.708 0.238 0.29
C -0.819 1.037 -1.231 -1.31
H -0.910 -2.382 0.374 0.33
H 0.832 -2.549 0.584 0.34
H 0.184 -1.889 -0.906 0.29
H 0.028 0.171 1.802 0.30
H 1.687 0.645 -0.441 0.26
H 2.139 0.354 1.272 0.27
H -1.692 0.793 0.712 0.40
H -1.139 2.081 -1.320 0.34
H -1.572 0.402 -1.707 0.35
H 0.127 0.917 -1.766 0.25
```

Values from the calculation:
LUMO energy, eV: 1.1
Relative energy (zero: lowest compared OMol25 entry of this formula, charge and spin), kJ/mol: 282.9
Molecular weight, g/mol: 86.1
Strongest force on any atom, hartree/bohr: 0.0787
Orbital gap, eV: 11.053
Net charge: 0
HOMO energy, eV: -10.0
Energy, hartree: -271.64485

=====

Entry 6:
Below is a cluster of 2 separate species, C3H9NO in total in a non-equilibrium geometry, with properties calculated with ωB97M-V/def2-TZVPD.

The geometry in XYZ format:
```
14
Properties=species:S:1:pos:R:3:mulliken_charge:R:1
C -1.988 -0.646 0.730 -0.98
C -1.387 -0.013 -0.504 0.34
O -1.944 0.845 -1.220 -0.52
H -1.337 -0.776 1.539 0.33
H -2.779 -0.008 1.086 0.31
H -2.556 -1.552 0.641 0.32
H -0.288 -0.169 -0.689 0.20
C 2.537 -0.682 0.150 -0.79
N 2.076 0.644 0.545 -0.55
H 3.632 -0.522 -0.001 0.35
H 2.331 -1.419 1.010 0.20
H 2.179 -1.050 -0.829 0.31
H 2.783 1.010 1.185 0.25
H 2.087 1.265 -0.257 0.22
```

Values from the calculation:
LUMO energy, eV: 0.9
Relative energy (zero: lowest compared OMol25 entry of this formula, charge and spin), kJ/mol: 178.8
Molecular weight, g/mol: 75.1
Strongest force on any atom, hartree/bohr: 0.0660
SMILES string: CC=O.CN
Orbital gap, eV: 10.386
Net charge: 0
HOMO energy, eV: -9.4
Energy, hartree: -249.64559

=====

Entry 7:
Below is a cluster of 2 separate species, C6H13NO3 in total in a non-equilibrium geometry, with properties calculated with ωB97M-V/def2-TZVPD.

The geometry in XYZ format:
```
23
Properties=species:S:1:pos:R:3:mulliken_charge:R:1
C 0.165 -0.243 1.426 0.05
C -0.462 1.525 -0.011 -0.02
C -0.483 -1.081 -1.665 -0.49
C 0.067 2.580 -0.912 -1.19
C 1.000 -1.104 -2.010 -0.89
C -1.075 -0.433 2.120 0.80
N 1.320 -0.933 1.830 -0.52
O 0.399 0.872 0.707 -0.28
O -1.028 -1.446 3.034 -0.50
O -2.116 0.170 1.899 -0.64
H -1.917 -1.541 3.407 0.35
H -0.581 -1.093 -0.529 -0.01
H -1.521 1.414 0.162 0.53
H 2.191 -0.445 1.642 0.23
H 1.276 -1.254 2.787 0.24
H -0.972 -0.228 -2.132 0.19
H -0.980 -1.972 -2.045 0.39
H -0.343 2.463 -1.916 0.29
H 1.152 2.523 -0.963 0.30
H -0.220 3.573 -0.561 0.34
H 1.459 -2.019 -1.636 0.28
H 1.153 -1.062 -3.089 0.36
H 1.516 -0.267 -1.545 0.19
```

Values from the calculation:
LUMO energy (spin up / spin down), eV: 0.8 / 0.1
Relative energy (zero: lowest compared OMol25 entry of this formula, charge and spin), kJ/mol: 357.5
Molecular weight, g/mol: 147.2
Strongest force on any atom, hartree/bohr: 0.0371
Orbital gap (spin up / spin down), eV: 7.985 / 6.996
Net charge: 0
HOMO energy (spin up / spin down), eV: -7.2 / -6.9
Energy, hartree: -516.80293

=====

Entry 8:
Below is a cluster of 13 separate species, C27H56F4O21 in total in a non-equilibrium geometry, with properties calculated with ωB97M-V/def2-TZVPD.

The geometry in XYZ format:
```
108
Properties=species:S:1:pos:R:3:mulliken_charge:R:1
C -0.472 3.428 5.014 -0.52
C -1.932 3.157 4.586 0.27
O -1.765 2.184 3.603 -0.25
C -0.492 2.188 3.147 -0.04
O -0.088 1.520 2.258 0.29
O 0.245 3.069 3.840 -0.31
F -2.477 4.319 4.010 -0.33
H -0.258 2.734 5.834 0.32
H -0.256 4.454 5.282 0.32
H -2.609 2.904 5.399 0.30
C -3.772 1.521 -1.323 0.31
C -2.876 2.017 -0.162 1.35
O -3.214 1.179 0.919 -0.20
C -3.961 0.129 0.470 0.41
O -4.191 -0.855 1.103 -0.51
O -4.337 0.326 -0.790 -0.34
F -3.250 3.308 0.173 -0.38
H -3.193 1.256 -2.200 -0.58
H -4.474 2.297 -1.623 0.40
H -1.803 1.951 -0.332 -0.57
C 3.028 -2.956 2.720 0.33
C 2.470 -4.267 3.300 0.24
O 1.591 -3.826 4.279 -0.35
C 1.938 -2.546 4.667 0.62
O 1.520 -2.018 5.625 -0.51
O 2.811 -2.044 3.788 -0.26
F 3.511 -5.021 3.822 -0.34
H 2.456 -2.620 1.853 -0.34
H 4.085 -3.054 2.504 0.25
H 1.971 -4.874 2.547 0.33
C -1.870 5.868 -4.179 -0.50
C -2.317 5.374 -2.789 0.49
O -2.490 3.976 -2.999 -0.11
C -1.922 3.589 -4.176 0.58
O -1.721 2.467 -4.493 -0.45
O -1.584 4.677 -4.894 -0.42
F -3.525 5.937 -2.442 -0.31
H -0.988 6.506 -4.131 0.29
H -2.709 6.388 -4.649 0.29
H -1.575 5.491 -1.999 0.09
C 4.507 2.682 0.465 -0.77
C 3.699 1.408 0.331 0.66
C 3.607 0.855 1.743 0.66
O 4.741 1.423 2.402 -0.51
C 5.548 2.161 1.471 -0.60
H 3.980 3.519 0.931 0.27
H 4.831 3.043 -0.512 0.45
H 4.259 0.786 -0.377 -0.07
H 2.724 1.528 -0.158 -0.33
H 3.605 -0.237 1.692 -0.26
H 2.698 1.215 2.225 -0.14
H 6.289 1.487 1.034 0.23
H 6.025 2.951 2.045 0.36
C 1.220 -0.692 -2.104 -0.69
C 0.927 -1.274 -0.713 1.12
C -0.326 -0.533 -0.256 0.42
O -0.991 -0.253 -1.473 0.17
C 0.004 0.233 -2.365 0.35
H 1.166 -1.522 -2.814 0.16
H 2.202 -0.238 -2.242 0.39
H 1.761 -1.290 -0.013 -0.75
H 0.617 -2.307 -0.888 -0.06
H -0.149 0.338 0.392 -1.21
H -0.965 -1.127 0.405 0.26
H 0.261 1.258 -2.058 -0.95
H -0.345 0.240 -3.393 0.70
C 2.170 -4.873 -3.007 -0.63
O 1.124 -4.612 -2.078 -0.35
H 3.099 -5.316 -2.631 0.26
H 1.881 -5.600 -3.777 0.33
H 2.312 -3.895 -3.461 0.22
H 0.766 -5.454 -1.774 0.23
C 0.598 3.572 -0.289 -0.16
O 0.536 3.763 -1.702 -0.50
H 1.567 3.811 0.150 0.37
H -0.249 4.127 0.101 0.33
H 0.454 2.508 -0.071 -0.33
H 1.344 3.442 -2.114 0.25
C -4.043 -0.143 -4.145 -0.33
O -3.956 -1.000 -5.240 -0.63
H -4.392 -0.658 -3.241 0.27
H -3.072 0.307 -3.896 -0.05
H -4.703 0.712 -4.313 0.37
H -3.530 -1.812 -4.910 0.42
C -1.378 -1.120 3.673 0.08
O -2.261 -1.575 4.725 -0.65
H -0.437 -0.703 4.042 0.13
H -1.210 -1.950 2.984 0.20
H -1.943 -0.298 3.226 -0.10
H -2.498 -2.494 4.534 0.36
C -1.830 -2.965 -2.934 -0.01
O -2.641 -3.187 -4.091 -0.58
H -0.792 -2.775 -3.233 0.12
H -2.236 -2.149 -2.344 -0.04
H -1.815 -3.865 -2.303 0.28
H -2.553 -4.066 -4.458 0.27
C -3.598 -3.562 2.282 -0.27
O -2.781 -4.118 3.328 -0.56
H -4.383 -2.986 2.762 0.21
H -2.976 -2.975 1.603 -0.03
H -4.098 -4.321 1.663 0.40
H -2.157 -4.744 2.950 0.28
C 4.467 -2.564 -1.122 -0.32
O 4.969 -2.352 0.183 -0.45
H 3.386 -2.679 -1.123 -0.13
H 4.810 -1.887 -1.911 0.33
H 4.877 -3.505 -1.527 0.38
H 5.773 -1.829 0.152 0.26
```

Values from the calculation:
LUMO energy, eV: 0.0
Molecular weight, g/mol: 792.7
Strongest force on any atom, hartree/bohr: 0.0359
Orbital gap, eV: 9.251
Net charge: 0
HOMO energy, eV: -9.3
Energy, hartree: -3041.79007